# 1
ORCA calculation (ωB97M-V/def2-TZVPD) on a structure of composition C20H14N3O10PdS.

Properties
LUMO, eV: 1.774
Molecular weight, g/mol: 594.83
F_max, eV/Å: 0.40
Total charge: -1
HOMO, eV: -5.524
Total energy, hartree: -2213.33093
HOMO-LUMO gap, eV: 7.30

Last column: Löwdin charge in e.
Element x y z (Å)
Pd 0.12434 -0.32989 0.80331  1.058
O -1.56040 -0.86875 -0.27619  -0.084
C -2.67014 -0.38685 -0.02597  -0.170
C -3.06105 0.44698 1.07238  -0.112
C -4.38345 0.90831 1.05623  0.038
C -4.86454 1.67758 2.07733  -0.165
C -4.04438 2.01674 3.17831  0.007
C -2.76301 1.57027 3.22858  0.020
C -2.19843 0.76620 2.18281  -0.323
O -1.00841 0.36286 2.31987  -0.099
N -6.23599 2.13992 2.03427  -0.369
O -6.64013 2.82115 2.96246  0.051
O -6.92071 1.84284 1.06704  0.046
H -3.47372 -0.63518 -0.73473  0.134
H -5.03499 0.65448 0.23035  0.125
H -4.45425 2.63318 3.96529  0.116
H -2.10628 1.82004 4.05009  0.124
O -0.36237 1.64722 -6.28747  0.110
C 0.24935 0.46647 -6.03751  -0.482
O 0.47390 -0.28369 -6.94732  0.107
C 0.54639 0.14783 -4.60768  -0.142
C 0.86650 -1.16957 -4.30211  -0.008
C 1.14213 -1.53262 -2.99484  -0.002
C 1.10403 -0.57156 -1.99314  -0.243
C 0.78897 0.74999 -2.27570  0.018
C 0.51935 1.09767 -3.58671  -0.005
N 1.38448 -0.93921 -0.64600  -0.017
C 2.52928 -1.40963 -0.37668  -0.059
C 2.89259 -1.89821 0.96171  -0.296
C 4.16814 -1.65261 1.44180  -0.014
C 4.47103 -2.06679 2.72536  -0.055
C 3.50372 -2.73270 3.45488  -0.062
C 2.26582 -2.96063 2.86742  -0.135
N 1.95126 -2.55712 1.64482  0.106
H -0.55727 2.09985 -5.45872  0.086
H 0.88831 -1.89897 -5.10017  0.119
H 1.36473 -2.56182 -2.74200  0.118
H 0.80044 1.47960 -1.46547  0.091
H 0.32413 2.14565 -3.78924  0.116
H 3.28602 -1.44459 -1.15892  0.152
H 4.86971 -1.08442 0.84614  0.121
H 5.44227 -1.85811 3.15458  0.107
H 3.69469 -3.06617 4.46612  0.098
H 1.48660 -3.48041 3.41425  0.104
O 1.11363 2.25617 0.41222  -0.414
S 2.27424 1.65692 1.09548  0.298
O 2.79496 2.43656 2.19551  -0.348
O 1.71843 0.32573 1.75855  -0.486
O 3.30006 1.21928 0.13940  -0.378

=====

# 2
ORCA calculation (ωB97M-V/def2-TZVPD) on a structure of composition C20H14N4OOsS8Sb2.

Properties
LUMO, eV: 2.935
Molecular weight, g/mol: 1016.64
F_max, eV/Å: 0.55
Total charge: -2
HOMO, eV: -1.352
Total energy, hartree: -4821.77477
HOMO-LUMO gap, eV: 4.29

Last column: Löwdin charge in e.
Element x y z (Å)
Os -4.13446 -2.59571 1.85928  0.296
S -3.08284 -5.24761 -3.38361  -0.484
Sb -2.45000 -3.54287 -1.98881  0.051
S -4.24283 -4.85919 1.22387  -0.041
S -4.73299 -3.59189 -0.27952  -0.109
S -2.99923 -1.47836 -2.89102  -0.407
C 7.11977 4.08476 -2.36560  -0.100
O 5.77764 4.47438 -2.55481  -0.089
C 4.81034 3.64375 -2.06297  -0.285
C 5.06573 2.45421 -1.39739  -0.026
C 3.99991 1.68648 -0.93808  -0.026
C 2.68516 2.08153 -1.13341  -0.149
C 2.44806 3.28412 -1.80736  -0.011
C 3.49315 4.05476 -2.26479  0.000
C 1.54133 1.29511 -0.66447  -0.274
N 0.28958 1.66791 -0.76404  0.196
C -0.43871 0.64341 -0.21198  -0.153
C 0.39326 -0.35895 0.23279  -0.112
N 1.66319 0.07033 -0.06381  0.182
C -0.06190 -1.55376 0.86679  -0.073
C 0.73397 -2.61113 1.32065  0.000
C 0.12649 -3.68455 1.91750  -0.037
C -1.26171 -3.70300 2.06234  -0.176
N -2.03121 -2.72805 1.61337  -0.121
C -1.44648 -1.65885 1.02518  -0.192
C -2.33093 -0.63442 0.54518  -0.192
N -3.64931 -0.87190 0.72017  -0.101
C -4.52607 -0.01125 0.23169  -0.120
C -4.13134 1.16748 -0.39889  -0.039
C -2.79574 1.44846 -0.54202  -0.001
C -1.85995 0.52327 -0.07652  -0.096
H 7.72945 4.86308 -2.81759  0.088
H 7.33188 3.13025 -2.85597  0.093
H 7.36698 4.00485 -1.30297  0.092
H 6.07527 2.11099 -1.22564  0.098
H 4.22853 0.76541 -0.41592  0.104
H 1.42292 3.59108 -1.96251  0.114
H 3.31521 4.98463 -2.78862  0.117
H 2.51446 -0.43027 0.10992  0.143
H 1.81118 -2.57955 1.20799  0.108
H 0.70071 -4.51809 2.29516  0.108
H -1.76773 -4.52763 2.53871  0.086
H -5.56758 -0.26769 0.36289  0.104
H -4.89234 1.82969 -0.78510  0.108
H -2.45101 2.34387 -1.04075  0.118
S -4.80669 0.13845 5.41326  -0.315
Sb -3.60868 -1.29008 4.14475  0.104
S -6.44998 -2.29648 2.47387  -0.120
S -5.31381 -3.39220 3.77630  -0.170
S -1.61067 -1.90879 5.04255  -0.293

=====

# 3
ORCA calculation (ωB97M-V/def2-TZVPD) on a structure of composition C20H15BBr4N8O4Rh in a non-equilibrium geometry.

Properties
LUMO (alpha / beta), eV: 0.027 / -2.099
Molecular weight, g/mol: 864.73
F_max, eV/Å: 1.18
Total charge: 0
HOMO (alpha / beta), eV: -8.069 / -8.582
Total energy, hartree: -11941.73687
Multiplicity: 2
HOMO-LUMO gap (alpha / beta), eV: 8.10 / 6.48

Last column: Löwdin spin population.
Element x y z (Å)
Rh 0.52538 0.72673 -0.42414  0.023
C -2.61472 -0.76717 -2.73511  0.000
C -1.56991 0.13047 -2.51056  0.000
N -1.09798 -0.04674 -1.28366  -0.001
N -1.78823 -1.04332 -0.70425  0.000
C -2.71974 -1.48799 -1.56284  0.000
B -1.41696 -1.50158 0.73377  0.000
N -1.33498 -0.21657 1.60857  0.000
C -1.96770 0.09677 2.74849  0.001
C -1.51028 1.32330 3.18595  0.000
C -0.57665 1.71473 2.22850  0.000
N -0.47986 0.78079 1.29281  -0.001
N 0.01910 -2.12728 0.68019  0.000
C 0.57009 -3.30402 1.04999  0.000
C 1.92450 -3.25640 0.81715  0.000
C 2.14148 -1.97845 0.29448  0.000
N 1.00052 -1.31857 0.22285  0.007
N -2.52291 -2.40361 1.25855  0.000
C -2.59527 -3.64647 1.80210  0.000
C -3.89890 -3.89558 2.13827  0.000
C -4.57993 -2.72234 1.76505  0.000
N -3.75969 -1.83341 1.24296  0.000
H -3.21155 -0.87265 -3.62289  0.000
H -1.13925 0.88583 -3.14781  0.000
H -3.39885 -2.27226 -1.28040  0.000
H -2.70431 -0.56722 3.16512  0.000
H -1.80616 1.85393 4.07266  0.000
H 0.02500 2.60412 2.16586  0.000
H -0.00772 -4.11356 1.44578  0.000
H 2.64585 -4.03336 0.99622  0.000
H 3.06118 -1.51372 -0.02183  0.000
H -1.74485 -4.28704 1.91826  0.000
H -4.29629 -4.78764 2.58945  0.000
H -5.63044 -2.49393 1.85173  0.000
Br 7.18341 2.72874 -0.69670  0.028
C 5.50765 1.99764 -1.10002  0.099
C 5.30133 1.35964 -2.36208  0.080
Br 6.74491 1.10583 -3.53729  0.020
C 4.06059 0.89707 -2.73801  0.040
Br 3.51928 0.93120 -4.54573  0.007
C 2.98987 0.91035 -1.78817  0.123
O 1.86807 0.37225 -2.00317  0.217
C 3.20617 1.54611 -0.49300  0.133
O 2.23429 1.55004 0.32930  0.208
C 4.47635 2.09843 -0.19586  0.020
Br 4.66770 2.88086 1.49772  -0.001
C -1.16244 4.56008 -0.69954  0.000
O -0.85552 3.24046 -0.22105  0.000
C -0.00040 2.54632 -0.99084  -0.001
O 0.45300 3.00252 -2.01628  -0.002
H -1.80909 4.99965 0.05413  0.000
H -1.67432 4.50442 -1.65852  0.000
H -0.25082 5.14260 -0.81616  0.000

=====

# 4
ORCA calculation (ωB97M-V/def2-TZVPD) on a structure of composition C20H15BF2I2N3ORu.

Properties
LUMO (alpha / beta), eV: -0.846 / -0.726
Molecular weight, g/mol: 717.05
F_max, eV/Å: 0.63
Total charge: 0
HOMO (alpha / beta), eV: -7.359 / -7.559
Total energy, hartree: -1925.58915
Multiplicity: 2
HOMO-LUMO gap (alpha / beta), eV: 6.51 / 6.83

Last column: Löwdin spin population.
Element x y z (Å)
Ru -0.60878 -0.89580 0.42195  0.884
I 1.52202 -5.59636 3.67544  -0.001
C 1.19877 -3.64219 3.02519  -0.004
C 0.08216 -2.95895 3.44724  0.000
C -0.14470 -1.65472 2.98874  0.000
I -1.82704 -0.60074 3.61412  0.030
C 0.79738 -0.98931 2.17289  0.004
O 0.59475 0.22128 1.72319  -0.001
C 1.88078 -1.78096 1.66913  -0.002
C 2.57655 -1.18666 0.47934  0.003
N 1.59620 -1.22008 -0.62697  0.063
C 1.71434 -0.20283 -1.65610  0.004
C 0.69451 0.91651 -1.54749  0.001
C 0.94222 2.10720 -2.21878  0.000
C 0.02286 3.13479 -2.16044  -0.002
C -1.13206 2.94768 -1.41747  0.001
C -1.31855 1.74007 -0.78126  0.003
N -0.43114 0.73352 -0.84597  -0.001
C 2.08777 -3.06438 2.10614  -0.001
H -0.62830 -3.42009 4.11965  0.000
H 3.49024 -1.73493 0.23290  0.002
H 2.82792 -0.14476 0.67218  0.000
H 1.55456 -2.14850 -1.02430  0.000
H 1.59397 -0.66351 -2.64098  0.000
H 2.70957 0.25199 -1.65384  0.001
H 1.86531 2.21570 -2.77338  0.000
H 0.20650 4.06842 -2.67526  0.000
H -1.88152 3.72016 -1.32619  0.000
H -2.20344 1.55015 -0.19157  0.003
H 2.90460 -3.65034 1.70160  0.000
F -2.79967 -0.49689 -1.77229  -0.003
B -2.59627 -1.13845 -0.58289  0.008
F -3.58565 -0.92590 0.32968  0.015
N 1.48308 -6.76591 -0.52445  0.000
C 0.75734 -5.87532 -0.53303  0.000
C -0.14563 -4.75231 -0.56885  -0.001
C -0.95270 -4.48002 0.53161  -0.001
C -1.78444 -3.36790 0.49604  0.002
C -1.82377 -2.52394 -0.62598  -0.006
C -0.98128 -2.81778 -1.70668  -0.001
C -0.16389 -3.93808 -1.70168  -0.002
H -0.90866 -5.12088 1.40148  0.000
H -2.42454 -3.14181 1.34148  0.001
H -0.99065 -2.15398 -2.56347  0.000
H 0.46884 -4.17694 -2.54665  0.000